[1]
2 unconnected molecules or ions with the total composition C10H16 at a distorted geometry. Source: the OMol25 dataset; level of theory: ωB97M-V/def2-TZVPD.

Structure (ORCA input):
```
! wB97M-V def2-TZVPD RIJCOSX def2/J DEFGRID3
* xyz -1 2
C 1.71724 -0.74913 1.00615
C 0.37251 -1.07807 1.71617
C 1.64107 -0.12245 -0.39834
C 2.79236 -0.11322 -1.22296
C 0.45003 0.64910 -0.68300
C 2.78781 0.79770 -2.24500
C 0.63277 1.70380 -1.57696
C 1.73269 1.75899 -2.43165
H 2.20387 -0.01952 1.67880
H 2.27418 -1.69596 0.76805
H -0.31889 -0.25594 1.38932
H 3.68885 -0.63971 -0.95222
H -0.47771 0.48931 -0.19790
H 3.55294 0.79527 -3.00084
H -0.21570 2.37631 -1.74917
H 1.85953 2.56591 -3.10327
H 0.41069 -1.19201 2.78912
H -0.03899 -2.03948 1.46106
C -3.05775 -0.48033 0.08736
C -3.26346 -0.34438 1.59276
H -3.20912 -1.54970 -0.14779
H -3.68526 0.15800 -0.50494
H -2.03919 -0.30988 -0.23110
H -4.06553 0.37839 1.81684
H -3.33716 -1.27020 2.10600
H -2.40778 0.18720 2.03354
*
```

Summary:
LUMO level (spin up / spin down)	3.660 / 3.552	eV
HOMO (spin up / spin down)	0.0315 / -0.1187	Eh
expectation value of S²	0.761
orbital gap (spin up / spin down)	2.80 / 6.78	eV
F_max	0.0522	Eh/bohr

***

[2]
2 unconnected molecules or ions with the total composition C10H16 at a distorted geometry. Source: the OMol25 dataset; level of theory: ωB97M-V/def2-TZVPD.

Structure (ORCA input):
```
! wB97M-V def2-TZVPD RIJCOSX def2/J DEFGRID3
* xyz 0 1
C 1.43273 0.91976 -1.57190
C 1.46723 -0.14333 -0.53402
C 0.75705 -1.32514 -0.82914
C 0.80032 -2.37420 0.11123
C 1.45113 -2.23764 1.28510
C 2.18205 -1.08934 1.61124
C 2.14164 -0.05559 0.70281
H 2.41512 1.46060 -1.56302
H 0.65493 1.65338 -1.38294
H 1.27781 0.47676 -2.54866
H 0.16102 -1.44549 -1.71603
H 0.12425 -3.20542 -0.18091
H 1.41518 -3.01691 2.06620
H 2.89044 -0.98417 2.41702
H 2.72729 0.86006 0.84059
C -2.88883 0.39231 -0.61308
C -1.87566 0.49617 0.52508
C -1.15029 1.86274 0.53063
H -2.53072 0.97236 -1.42193
H -3.79664 0.86389 -0.22203
H -3.09663 -0.62889 -0.93464
H -2.37788 0.37951 1.53203
H -1.12645 -0.29998 0.38577
H -1.99063 2.57366 0.62361
H -0.44191 1.91434 1.34136
H -0.62253 1.98056 -0.45436
*
```

Summary:
LUMO level	1.052	eV
HOMO	-0.3302	Eh
SMILES string	Cc1ccccc1.CCC
orbital gap	10.04	eV
F_max	0.0625	Eh/bohr

***

[3]
2 unconnected molecules or ions with the total composition C10H16 at a distorted geometry. Source: the OMol25 dataset; level of theory: ωB97M-V/def2-TZVPD.

Structure (ORCA input):
```
! wB97M-V def2-TZVPD RIJCOSX def2/J DEFGRID3
* xyz 0 1
C -1.37260 0.15401 2.22246
C -0.78178 -1.03365 1.58391
C 0.57377 -1.00378 1.17962
C 1.08625 -1.74768 0.09178
C 0.15125 -2.61262 -0.47164
C -1.09054 -2.83924 0.13306
C -1.56982 -2.15307 1.25266
H -2.38833 0.13438 1.95263
H -0.92346 1.13799 1.81473
H -1.34317 0.24184 3.32729
H 1.26394 -0.32803 1.71010
H 2.15032 -1.56179 -0.30535
H 0.42711 -3.22099 -1.30134
H -1.68757 -3.69045 -0.20615
H -2.44892 -2.32770 1.79579
C -0.07377 2.55412 -0.54846
C 1.17547 1.90472 -0.97581
C 1.08784 1.30024 -2.39551
H -0.79374 1.86795 -0.20818
H -0.66193 3.09690 -1.35603
H 0.01170 3.15111 0.35639
H 2.24174 2.59112 -0.91917
H 1.58338 1.12473 -0.26048
H 0.26042 0.64824 -2.87798
H 1.18677 2.06363 -3.19435
H 1.93564 0.54804 -2.39998
*
```

Summary:
LUMO level	0.988	eV
HOMO	-0.3191	Eh
SMILES string	Cc1ccccc1.CCC
orbital gap	9.67	eV
F_max	0.0724	Eh/bohr

***

[4]
2 unconnected molecules or ions with the total composition C10H16 at a distorted geometry. Source: the OMol25 dataset; level of theory: ωB97M-V/def2-TZVPD.

Structure (ORCA input):
```
! wB97M-V def2-TZVPD RIJCOSX def2/J DEFGRID3
* xyz 0 1
C -1.19843 1.45805 1.79753
C -0.84225 -0.01407 1.57361
C 0.50304 -0.38002 1.79614
C 0.80628 -1.72548 1.67267
C -0.19115 -2.63119 1.28945
C -1.50452 -2.26372 1.08570
C -1.81573 -0.90401 1.13854
H -2.11391 1.82080 1.35107
H -0.42686 2.13150 1.41766
H -1.21252 1.55051 2.88052
H 1.20271 0.42253 1.96926
H 1.81299 -2.11389 1.77391
H 0.08544 -3.66108 1.09132
H -2.26198 -3.01314 0.90518
H -2.84549 -0.59723 1.00265
C 0.40285 0.29713 -3.07241
C 1.00039 0.39820 -1.67551
C 1.31276 1.87201 -1.33297
H 0.77392 -0.61306 -3.54640
H -0.67055 0.28904 -3.27356
H 0.67516 1.09898 -3.76181
H 1.93603 -0.15097 -1.64868
H 0.44627 -0.09313 -0.87156
H 2.06459 1.87822 -0.53832
H 0.38622 2.33663 -0.97576
H 1.67474 2.60739 -2.04821
*
```

Summary:
LUMO level	1.016	eV
HOMO	-0.3295	Eh
SMILES string	Cc1ccccc1.CCC
orbital gap	9.98	eV
F_max	0.0332	Eh/bohr

***

[5]
2 unconnected molecules or ions with the total composition C10H16 at a distorted geometry. Source: the OMol25 dataset; level of theory: ωB97M-V/def2-TZVPD.

Structure (ORCA input):
```
! wB97M-V def2-TZVPD RIJCOSX def2/J DEFGRID3
* xyz 0 1
C 2.65377 0.35988 2.25888
C 1.46986 -0.33489 1.78181
C 1.09370 -0.43684 0.42500
C -0.09184 -1.09338 0.11860
C -0.92858 -1.62404 1.08266
C -0.60500 -1.47766 2.38972
C 0.55064 -0.78181 2.71610
H 2.37618 1.06463 2.99323
H 3.02776 1.06880 1.53217
H 3.49740 -0.19923 2.51602
H 1.74091 0.21228 -0.34575
H -0.42862 -1.07349 -0.81887
H -1.79415 -2.16777 0.67732
H -1.29396 -1.77126 3.16878
H 0.71847 -0.58735 3.81307
C -0.29927 1.01778 -3.83735
C -1.52476 1.77398 -3.32304
C -1.97011 1.33037 -1.92966
H -0.55926 0.08900 -4.26391
H 0.18246 1.65659 -4.52329
H 0.40533 0.79063 -2.97136
H -1.08740 2.88687 -3.24026
H -2.49848 1.83968 -3.94712
H -2.92669 0.68391 -1.96221
H -1.20105 0.82797 -1.21876
H -2.24920 2.27847 -1.50542
*
```

Summary:
LUMO level	1.010	eV
HOMO	-0.3351	Eh
SMILES string	Cc1ccccc1.CCC
orbital gap	10.13	eV
F_max	0.0763	Eh/bohr

***

[6]
2 unconnected molecules or ions with the total composition C10H16 at a distorted geometry. Source: the OMol25 dataset; level of theory: ωB97M-V/def2-TZVPD.

Structure (ORCA input):
```
! wB97M-V def2-TZVPD RIJCOSX def2/J DEFGRID3
* xyz 0 1
C -1.09493 -0.87091 2.57011
C -0.20313 -1.30818 1.43043
C 1.19817 -1.08522 1.57649
C 2.04296 -1.52634 0.57178
C 1.49864 -1.89626 -0.64892
C 0.12891 -1.89207 -0.87564
C -0.76119 -1.62003 0.23302
H -1.51960 0.03907 2.13881
H -0.61301 -0.76209 3.52374
H -1.89464 -1.63943 2.67453
H 1.60205 -0.90230 2.55178
H 3.05863 -1.55828 0.91565
H 2.07540 -2.08114 -1.55830
H -0.21242 -2.07381 -1.86571
H -1.81076 -1.49998 -0.02746
C -1.18575 1.24117 -1.84156
C -0.25327 2.37791 -1.55089
C 0.51721 2.27283 -0.23407
H -1.88202 0.98360 -0.98006
H -0.64850 0.20946 -1.95212
H -1.80502 1.17859 -2.74132
H 0.29661 2.27952 -2.50802
H -0.50043 3.40360 -1.80171
H 1.28975 3.03566 -0.01288
H -0.22629 2.42765 0.54074
H 0.90261 1.26697 -0.12843
*
```

Summary:
LUMO level	1.038	eV
HOMO	-0.3314	Eh
SMILES string	Cc1ccccc1.CCC
orbital gap	10.06	eV
F_max	0.0799	Eh/bohr

***

[7]
2 unconnected molecules or ions with the total composition C10H16 at a distorted geometry. Source: the OMol25 dataset; level of theory: ωB97M-V/def2-TZVPD.

Structure (ORCA input):
```
! wB97M-V def2-TZVPD RIJCOSX def2/J DEFGRID3
* xyz 0 1
C -2.13480 -1.73699 -0.29133
C -1.16558 -0.77618 0.72296
C 0.17767 -0.98392 0.25379
C 0.71505 -0.42095 -0.87128
C 2.06980 -0.59188 -1.15000
C 2.93992 -1.24199 -0.22216
C 2.40027 -2.02533 0.76604
C 1.05916 -1.72792 1.11860
H -1.50358 -2.06397 -1.19094
H -2.90488 -0.97674 -0.46345
H -2.52169 -2.50443 0.16225
H -1.45613 0.20572 0.43364
H -1.36930 -1.02405 1.76562
H 0.04638 0.30810 -1.55339
H 2.69462 -0.14644 -1.98936
H 4.09992 -1.07986 -0.40578
H 3.01918 -2.73443 1.27194
H 0.81336 -2.02817 2.11918
C -1.00834 2.71676 -0.78758
C -0.63776 2.66963 0.71129
H -0.12609 2.69357 -1.45078
H -1.68743 2.01157 -1.19162
H -1.67959 3.75846 -0.98496
H -1.63287 2.71852 1.32073
H 0.10035 3.40343 1.06487
H -0.30763 1.57747 0.84175
*
```

Summary:
LUMO level	0.994	eV
HOMO	-0.3142	Eh
SMILES string	CCc1ccccc1.CC
orbital gap	9.54	eV
F_max	0.1371	Eh/bohr

***

[8]
2 unconnected molecules or ions with the total composition C10H16 at a distorted geometry. Source: the OMol25 dataset; level of theory: ωB97M-V/def2-TZVPD.

Structure (ORCA input):
```
! wB97M-V def2-TZVPD RIJCOSX def2/J DEFGRID3
* xyz 0 1
C 2.96708 -0.17202 -0.08709
C 1.62492 0.23526 -0.62875
C 0.68109 -0.72091 -0.98967
C -0.47954 -0.37921 -1.66966
C -0.74191 0.97321 -1.89837
C 0.18891 1.94839 -1.54654
C 1.36956 1.57050 -0.92400
H 3.24582 0.35560 0.82736
H 3.73699 0.03906 -0.83837
H 3.03996 -1.24124 0.11119
H 0.77442 -1.70882 -0.55058
H -1.22609 -1.05053 -2.08645
H -1.61059 1.27389 -2.46866
H -0.00369 2.97643 -1.84776
H 2.06910 2.35899 -0.66674
C -0.84927 -1.85237 2.21127
C -1.93920 -1.04545 1.51962
C -2.32093 0.22021 2.25374
H 0.14068 -1.41952 2.00927
H -0.77910 -2.88170 1.85389
H -0.98807 -1.82675 3.30149
H -1.65932 -0.82688 0.48272
H -2.79674 -1.70185 1.35411
H -2.62794 -0.03946 3.27403
H -1.44777 0.86121 2.42489
H -3.14350 0.80623 1.85016
*
```

Summary:
LUMO level	1.004	eV
HOMO	-0.3322	Eh
SMILES string	Cc1ccccc1.CCC
orbital gap	10.04	eV
F_max	0.0261	Eh/bohr

***

[9]
2 unconnected molecules or ions with the total composition C10H16 at a distorted geometry. Source: the OMol25 dataset; level of theory: ωB97M-V/def2-TZVPD.

Structure (ORCA input):
```
! wB97M-V def2-TZVPD RIJCOSX def2/J DEFGRID3
* xyz 0 1
C -1.47670 1.55698 1.52632
C -0.32224 1.82738 0.66313
C -0.26424 1.31749 -0.66280
C 0.62228 1.83206 -1.60692
C 1.74528 2.51682 -1.09781
C 1.84226 2.69578 0.26693
C 0.82380 2.37776 1.18349
H -2.35324 2.14914 1.23423
H -1.35786 1.49687 2.59709
H -2.02439 0.60097 1.28070
H -1.07242 0.61526 -0.85214
H 0.28606 1.64277 -2.61604
H 2.65434 2.49124 -1.70117
H 2.79814 3.03350 0.66388
H 0.90251 2.68035 2.22764
C -0.65357 -3.50467 0.63989
C -0.31545 -2.17924 0.03813
C 0.12860 -2.06336 -1.42649
H 0.27257 -4.14168 0.62814
H -1.29526 -4.17190 0.06717
H -1.00046 -3.55214 1.66627
H -1.08236 -1.38033 0.16841
H 0.48014 -1.66675 0.59872
H 0.23228 -1.03775 -1.77484
H 0.97806 -2.75399 -1.48774
H -0.54811 -2.38259 -2.22420
*
```

Summary:
LUMO level	0.950	eV
HOMO	-0.3264	Eh
SMILES string	Cc1ccccc1.CCC
orbital gap	9.83	eV
F_max	0.0660	Eh/bohr